Entry 1:
{"formula": "C41H37B2BrF4GeN6O5Ti", "method": "the ωB97M-V functional and the def2-TZVPD basis", "gap_ev": [6.740, 7.118], "charge": 1, "e_above_lowest_kcal_mol": 61.3, "multiplicity": 2, "largest_force_ev_per_a": 1.3, "homo_energy_ev": [-9.97, -10.36], "e_tot_ha": -8238.93725, "s2": 0.756, "elements": ["Ti", "C", "C", "N", "O", "B", "F", "F", "O", "N", "C", "C", "C", "N", "O", "B", "F", "F", "O", "N", "C", "C", "C", "H", "H", "H", "H", "H", "H", "H", "H", "H", "H", "H", "H", "Br", "C", "C", "C", "C", "O", "C", "C", "N", "C", "C", "C", "C", "C", "C", "C", "C", "N", "C", "C", "H", "H", "H", "H", "H", "H", "H", "H", "H", "H", "C", "Ge", "C", "C", "C", "C", "C", "C", "C", "C", "C", "C", "C", "C", "C", "C", "C", "C", "H", "H", "H", "H", "H", "H", "H", "H", "H", "H", "H", "H", "H", "H", "H"], "xyz": [[-0.139, -0.303, -0.201], [0.439, 1.373, -4.352], [0.947, 0.700, -3.108], [0.167, 0.598, -2.012], [-0.715, 1.719, -1.763], [-2.133, 1.354, -1.410], [-3.028, 2.164, -2.021], [-2.326, -0.010, -1.644], [-2.301, 1.562, 0.120], [-1.767, 0.478, 0.756], [-2.302, -0.070, 1.787], [-3.569, 0.358, 2.435], [-1.518, -1.251, 2.259], [-0.469, -1.467, 1.541], [0.302, -2.543, 1.784], [1.695, -2.420, 1.252], [2.534, -1.919, 2.197], [2.087, -3.575, 0.660], [1.578, -1.293, 0.104], [2.338, -1.443, -1.054], [2.187, 0.129, -3.035], [3.159, -0.119, -4.144], [-1.920, -2.070, 3.434], [-0.640, 1.494, -4.300], [0.688, 0.783, -5.233], [0.889, 2.361, -4.470], [-4.049, 1.131, 1.841], [-3.371, 0.746, 3.436], [-4.241, -0.495, 2.536], [4.185, -0.001, -3.787], [3.013, 0.608, -4.942], [3.079, -1.116, -4.586], [-2.377, -1.448, 4.201], [-1.048, -2.578, 3.839], [-2.648, -2.832, 3.143], [6.235, 1.172, 3.336], [4.570, 1.129, 2.444], [3.390, 1.201, 3.173], [2.166, 1.216, 2.524], [2.096, 1.156, 1.138], [0.959, 1.309, 0.450], [3.303, 0.954, 0.428], [3.208, 0.788, -1.015], [2.606, -0.163, -1.657], [1.813, -2.398, -1.991], [2.755, -3.034, -2.750], [2.407, -4.031, -3.677], [1.109, -4.435, -3.771], [0.120, -3.852, -2.946], [-1.212, -4.322, -2.961], [-2.134, -3.780, -2.118], [-1.731, -2.730, -1.284], [-0.513, -2.238, -1.263], [0.448, -2.797, -2.061], [4.538, 1.008, 1.068], [3.431, 1.254, 4.253], [1.247, 1.286, 3.091], [3.606, 1.555, -1.670], [3.794, -2.766, -2.608], [3.178, -4.494, -4.277], [0.820, -5.227, -4.449], [-1.476, -5.126, -3.637], [-3.156, -4.128, -2.086], [-2.449, -2.259, -0.624], [5.458, 0.911, 0.507], [-1.708, 4.438, -0.975], [-0.245, 3.548, -0.083], [-0.446, 3.543, 1.835], [0.668, 3.817, 2.628], [0.532, 3.959, 4.002], [-0.716, 3.816, 4.592], [-1.831, 3.547, 3.808], [-1.699, 3.417, 2.433], [1.435, 4.225, -0.780], [2.072, 3.571, -1.795], [3.252, 4.080, -2.378], [3.790, 5.244, -1.918], [3.145, 5.980, -0.894], [3.672, 7.217, -0.447], [3.016, 7.962, 0.487], [1.792, 7.503, 1.017], [1.271, 6.305, 0.621], [1.935, 5.491, -0.334], [-1.475, 5.496, -0.807], [-2.679, 4.210, -0.547], [-1.712, 4.248, -2.043], [1.647, 3.926, 2.177], [1.402, 4.178, 4.608], [-0.823, 3.925, 5.664], [-2.808, 3.458, 4.268], [-2.572, 3.222, 1.823], [1.667, 2.643, -2.164], [3.722, 3.544, -3.196], [4.703, 5.641, -2.346], [4.604, 7.566, -0.875], [3.423, 8.908, 0.817], [1.262, 8.106, 1.743], [0.333, 5.980, 1.055]], "atomic_forces_ev_per_a": [[0.65, 0.43, -1.08], [-0.01, -0.01, 0.05], [0.04, 0.00, -0.01], [-0.18, -0.13, 0.05], [0.16, 0.15, 0.48], [-0.27, 0.05, 0.20], [0.04, -0.06, -0.06], [0.16, 0.01, 0.02], [-0.35, -0.20, -0.12], [-0.04, -0.07, -0.13], [0.16, -0.09, 0.08], [0.05, 0.06, -0.01], [0.01, 0.21, 0.05], [0.03, 0.11, -0.05], [-0.08, 0.05, 0.08], [0.07, 0.12, 0.01], [0.07, -0.04, -0.07], [-0.01, -0.03, 0.02], [-0.36, -0.21, 0.10], [0.23, -0.01, 0.00], [-0.13, 0.02, 0.03], [0.04, -0.01, 0.06], [0.02, -0.04, -0.04], [0.00, -0.01, 0.00], [-0.01, 0.01, -0.01], [0.00, 0.00, 0.00], [-0.01, -0.01, 0.00], [0.00, 0.01, -0.01], [0.00, 0.00, 0.01], [-0.01, 0.00, -0.01], [-0.01, 0.00, 0.00], [0.00, -0.01, 0.02], [0.01, 0.00, 0.00], [-0.01, -0.01, 0.01], [0.01, 0.00, 0.00], [-0.02, -0.01, 0.00], [-0.01, 0.01, 0.02], [-0.03, -0.04, -0.10], [0.05, 0.00, 0.18], [0.21, 0.11, -0.41], [-0.43, -0.26, 0.47], [-0.07, -0.04, 0.15], [-0.07, -0.16, -0.07], [0.09, 0.04, -0.02], [-0.01, -0.08, 0.07], [0.05, 0.03, 0.01], [-0.03, -0.03, -0.03], [0.04, 0.00, 0.00], [-0.01, 0.04, 0.04], [0.01, 0.00, 0.00], [-0.03, -0.06, -0.03], [0.00, 0.08, 0.01], [0.10, 0.19, 0.05], [-0.03, -0.11, 0.04], [-0.03, -0.08, 0.04], [0.00, 0.00, 0.00], [0.02, 0.00, -0.02], [-0.04, 0.03, 0.00], [-0.01, 0.01, 0.00], [-0.01, 0.00, 0.01], [0.00, 0.01, 0.00], [0.00, 0.00, 0.00], [0.00, 0.01, 0.00], [0.00, 0.00, 0.00], [-0.01, -0.01, 0.00], [0.02, 0.08, 0.04], [0.07, -0.15, -0.12], [0.04, -0.04, -0.07], [-0.05, 0.03, 0.06], [0.01, 0.01, -0.01], [0.00, 0.00, -0.02], [0.00, -0.01, -0.01], [-0.01, 0.04, 0.04], [-0.09, 0.06, 0.10], [0.05, 0.01, -0.05], [0.02, -0.04, -0.03], [-0.01, 0.01, 0.01], [-0.07, -0.02, 0.02], [0.01, 0.02, 0.00], [0.01, 0.00, 0.00], [0.00, -0.01, -0.01], [-0.01, 0.00, 0.01], [0.09, 0.01, -0.04], [-0.03, 0.00, 0.01], [0.00, -0.01, -0.02], [0.00, 0.00, 0.00], [-0.01, 0.02, 0.00], [-0.01, 0.00, 0.01], [0.00, 0.01, 0.00], [0.00, 0.00, 0.00], [0.01, 0.02, 0.01], [-0.01, -0.01, -0.01], [0.00, 0.01, 0.02], [-0.01, 0.00, 0.00], [-0.01, 0.00, 0.00], [0.00, 0.00, 0.00], [0.00, 0.00, 0.00], [-0.01, 0.00, -0.01]]}

***

Entry 2:
{"formula": "C41H37BaF5P2", "method": "the ωB97M-V functional and the def2-TZVPD basis", "gap_ev": [4.289, 4.184], "charge": 0, "e_above_lowest_kcal_mol": 0.0, "largest_force_ev_per_a": 3.4, "homo_energy_ev": [-4.99, -4.87], "e_tot_ha": -2791.68536, "elements": ["Ba", "C", "C", "C", "C", "C", "C", "C", "C", "C", "H", "H", "H", "H", "H", "H", "H", "H", "H", "H", "H", "H", "H", "H", "H", "P", "P", "C", "C", "C", "C", "C", "C", "C", "C", "C", "C", "C", "C", "C", "C", "C", "C", "C", "C", "C", "C", "C", "C", "C", "C", "C", "C", "H", "H", "H", "H", "H", "H", "H", "H", "H", "H", "H", "H", "H", "H", "H", "H", "H", "H", "H", "H", "H", "H", "F", "C", "C", "C", "F", "C", "F", "C", "F", "C", "F"], "xyz": [[-0.089, 2.906, -2.003], [-1.780, 1.471, -3.763], [-1.860, 0.155, -3.467], [-1.093, -0.942, -4.127], [0.384, -0.583, -4.440], [1.035, 0.381, -3.488], [1.242, 1.675, -3.789], [0.397, 2.490, -4.750], [-1.061, 1.980, -4.995], [1.602, -0.209, 2.420], [-2.519, 2.172, -3.319], [-2.666, -0.228, -2.816], [-1.565, -1.281, -5.065], [-1.124, -1.831, -3.476], [0.963, -1.531, -4.441], [0.440, -0.185, -5.469], [1.494, -0.109, -2.614], [2.132, 2.198, -3.404], [0.919, 2.586, -5.714], [0.312, 3.559, -4.425], [-1.660, 2.817, -5.411], [-1.054, 1.230, -5.803], [1.053, 0.737, 2.497], [2.294, -0.344, 3.264], [0.852, -1.010, 2.453], [-1.261, -1.031, 0.834], [2.471, -0.272, 0.887], [0.074, -1.223, -0.399], [1.434, -1.063, -0.321], [-2.283, -2.536, 0.735], [-2.545, -3.305, -0.412], [-3.375, -4.430, -0.305], [-3.909, -4.812, 0.930], [-3.649, -4.040, 2.069], [-2.855, -2.903, 1.967], [-2.510, 0.221, 0.239], [-2.034, 1.231, -0.626], [-2.750, 2.425, -0.763], [-3.990, 2.557, -0.140], [-4.598, 1.449, 0.437], [-3.873, 0.262, 0.592], [4.004, -1.238, 1.123], [3.914, -2.557, 1.614], [5.062, -3.342, 1.755], [6.315, -2.819, 1.409], [6.418, -1.498, 0.952], [5.272, -0.708, 0.817], [2.849, 1.453, 0.501], [2.899, 2.378, 1.559], [2.878, 3.735, 1.268], [2.784, 4.169, -0.041], [2.895, 3.247, -1.101], [2.949, 1.883, -0.819], [-0.300, -1.683, -1.330], [2.050, -1.527, -1.107], [-2.122, -3.022, -1.377], [-3.594, -5.022, -1.195], [-4.535, -5.702, 1.017], [-4.049, -4.312, 3.045], [-2.655, -2.285, 2.840], [-1.198, 0.899, -1.301], [-2.418, 3.320, -1.336], [-4.471, 3.527, -0.155], [-5.630, 1.513, 0.759], [-4.376, -0.639, 0.942], [2.935, -2.970, 1.873], [4.986, -4.358, 2.144], [7.210, -3.438, 1.486], [7.394, -1.072, 0.714], [5.343, 0.322, 0.459], [2.939, 2.032, 2.597], [2.880, 4.425, 2.111], [2.789, 5.231, -0.268], [3.059, 3.607, -2.116], [3.189, 1.172, -1.634], [-0.478, -1.902, 3.923], [-1.129, -0.727, 4.215], [-1.169, 0.333, 3.355], [-1.740, 1.506, 3.759], [-1.703, 2.606, 2.976], [-2.408, 1.573, 4.995], [-3.013, 2.715, 5.357], [-2.436, 0.469, 5.852], [-3.061, 0.531, 7.044], [-1.775, -0.690, 5.471], [-1.747, -1.771, 6.273]], "atomic_forces_ev_per_a": [[0.57, 0.35, 1.24], [-1.15, -0.95, -0.77], [-1.22, 0.39, -0.49], [0.61, -0.52, -0.01], [-0.36, -0.38, -0.31], [0.21, -1.66, 0.57], [0.40, 1.42, -1.15], [0.38, -0.59, -0.81], [0.47, 0.40, -0.48], [0.07, -0.02, 0.74], [0.45, -0.61, -0.12], [0.63, 0.60, 0.11], [-0.16, 0.28, 0.25], [0.02, 0.35, -0.10], [-0.25, 0.51, -0.01], [0.11, -0.15, 0.44], [0.09, 0.56, -0.49], [-0.29, -0.06, -0.04], [-0.30, 0.18, 0.09], [0.17, 0.16, 0.14], [0.40, -0.33, 0.29], [-0.03, 0.12, 0.52], [-0.07, -0.37, 0.17], [-0.19, 0.22, -0.14], [0.30, 0.27, -0.07], [0.43, -0.02, -0.43], [-1.17, -1.99, -1.16], [-3.30, -0.04, -0.79], [3.17, 0.16, 0.86], [-0.32, -0.38, -0.27], [-0.42, -0.20, 0.69], [0.24, 0.10, -0.03], [0.07, 0.28, 0.21], [-0.04, -0.07, -0.30], [0.11, -0.10, -0.46], [0.47, -0.41, -1.21], [-0.12, -0.13, 0.16], [-0.19, 0.12, 0.19], [0.10, 0.27, -0.13], [0.48, -0.32, -0.10], [0.26, 0.30, 0.10], [0.61, -0.02, -0.22], [0.01, 0.19, -0.16], [0.03, 0.36, -0.06], [-0.27, 0.35, -0.11], [-0.11, -0.10, 0.14], [-0.41, -0.26, 0.03], [0.65, 0.17, 0.67], [-0.17, -0.26, -0.50], [-0.40, 0.02, 0.70], [0.56, 0.05, -0.70], [0.45, 0.17, 0.60], [0.42, 0.15, -0.60], [0.50, 0.10, 0.22], [-0.24, 0.26, 0.28], [-0.09, -0.10, 0.22], [0.05, 0.11, 0.22], [0.19, 0.25, -0.12], [-0.01, -0.05, -0.26], [-0.03, -0.19, -0.13], [-0.55, 0.26, 1.27], [-0.51, -0.63, 0.33], [-0.17, -0.14, -0.06], [0.07, -0.05, 0.07], [0.26, 0.25, 0.33], [0.28, 0.12, -0.10], [-0.03, 0.30, -0.16], [-0.25, 0.18, 0.04], [-0.29, -0.18, 0.03], [0.09, -0.30, 0.10], [-0.10, 0.18, -0.46], [0.03, 0.06, -0.36], [-0.14, -0.10, 0.08], [-0.15, -0.01, 0.17], [-0.63, 0.28, 0.57], [0.11, -0.21, -0.14], [-1.37, 1.37, 1.30], [0.84, 0.61, 0.22], [-0.64, -2.22, 1.90], [-0.10, 0.82, -0.39], [0.48, 0.16, -0.99], [-0.37, 0.35, 0.50], [0.33, 0.06, -0.43], [-0.02, 0.09, -0.10], [0.61, -0.27, -1.19], [-0.16, 0.05, 0.37]]}